1.
Density functional theory data (ωB97M-V/def2-TZVPD) for one molecule with the formula C4H8N2O2.

XYZ file:
```
16
Properties=species:S:1:pos:R:3:forces:R:3:nbo_charge:R:1
C 1.66014 0.29732 -0.04837 4.4186 -0.9577 0.4098 0.674
C -0.00357 -1.06158 0.66089 -0.1552 -0.1391 -1.0641 0.214
C -2.04141 -0.23674 -0.19297 1.0321 -0.3597 -0.8252 0.126
C -2.78055 0.81667 -0.52500 0.6403 -2.0408 0.5005 -0.492
H 3.57888 0.87182 -0.21275 -0.1260 -0.2509 -0.8620 0.387
H 2.88141 -0.17578 -1.56210 1.4151 0.8794 3.2599 0.375
H 0.42984 1.25310 1.01969 0.0361 -0.1107 0.1664 0.367
H 0.40637 -1.00001 1.61597 1.6428 0.2302 1.3840 0.184
H -0.33938 -2.08104 0.58466 -0.2386 -0.4230 -0.9741 0.173
H -2.06367 -1.19230 -0.78767 -0.0806 0.8475 0.9474 0.176
H -2.59765 1.72425 0.02714 -0.6364 0.4044 -0.4110 0.228
H -3.50093 0.47255 -1.25662 -0.4101 1.2778 -0.0376 0.227
N 3.03529 0.04158 -0.46304 -2.4503 0.0858 -2.9423 -0.837
N 1.40652 1.18457 0.76908 -0.4906 2.3227 0.7618 -0.758
O 0.96358 -0.75994 -0.38942 -3.1464 -1.8477 0.4998 -0.515
O -1.03486 -0.15448 0.76051 -1.4509 0.0818 -0.8133 -0.528
```
Positions in Å, forces in eV/Å.

SMILES string: [H]/N=C(/N)OCOC=C
Energy above the lowest of the compared OMol25 structures with the same formula, charge and spin in kcal/mol: 80.08
E_tot in Eh: -417.1283

=====

2.
Density functional theory data (ωB97M-V/def2-TZVPD) for one molecule with the formula C4H8N2O2.

XYZ file:
```
16
Properties=species:S:1:pos:R:3:forces:R:3:nbo_charge:R:1
O 0.16971 1.85176 0.08610 -0.0446 -0.0610 0.0686 -0.583
C 0.54435 0.75453 -0.25775 -0.1356 0.0634 0.0631 0.676
N 1.76071 0.24478 0.16624 0.6128 0.1603 0.0901 -0.677
C 2.60126 0.96982 1.01305 -0.1864 0.1279 -0.2214 0.549
O 3.79420 0.84831 0.96201 0.0594 -0.0636 0.3124 -0.546
C -0.32344 -0.17554 -1.08899 0.4180 -0.6121 0.3314 -0.305
N -1.68694 -0.13706 -0.67707 -0.8435 -0.2933 -0.3983 -0.632
C -2.16653 -1.06835 0.33451 0.6139 0.1397 -0.0130 -0.409
H 2.26602 -0.46894 -0.34484 -0.3792 -0.0449 -0.1498 0.413
H 2.04825 1.61898 1.70759 0.1894 0.0323 -0.1087 0.145
H -0.19579 0.00815 -2.15911 -0.0361 0.4127 0.0031 0.218
H 0.04694 -1.19588 -0.94675 -0.0569 0.0166 -0.0106 0.198
H -2.05774 0.79090 -0.55430 0.1942 0.1216 -0.0470 0.382
H -2.11653 -0.66022 1.35527 -0.3731 -0.0638 -0.1489 0.180
H -1.53075 -1.94913 0.34814 0.1754 -0.1395 -0.1169 0.189
H -3.15374 -1.43212 0.05588 -0.2077 0.2036 0.3457 0.201
```
Positions in Å, forces in eV/Å.

SMILES string: CNCC(=O)NC=O
Energy above the lowest of the compared OMol25 structures with the same formula, charge and spin in kcal/mol: 30.48
E_tot in Eh: -417.2074

=====

3.
Density functional theory data (ωB97M-V/def2-TZVPD) for one molecule with the formula C4H8N2O2.

XYZ file:
```
16
Properties=species:S:1:pos:R:3:forces:R:3:nbo_charge:R:1
O -2.09191 -1.15816 -2.15875 -0.2194 1.6181 0.7133 -0.618
O 0.08441 2.00303 1.00156 -0.6121 -0.6854 -0.4551 -0.636
C -2.22225 0.04563 -1.91191 1.0658 -1.6190 -0.2110 0.516
C 0.29923 0.81243 0.77176 0.5276 1.9498 0.2353 0.667
N 1.57866 0.37326 1.08669 -1.2964 0.4778 -0.1397 -0.618
N -1.74407 0.65797 -0.76863 0.5235 -0.1063 -0.4375 -0.618
C 2.09535 -0.94541 0.84774 1.2446 0.6141 0.5203 -0.415
C -0.82459 -0.06876 0.13703 0.5069 -0.1113 0.3453 -0.316
H -2.66884 0.68046 -2.70360 -0.0453 0.3119 0.7789 0.133
H 2.20311 1.14314 1.38307 -0.8193 -0.8484 -0.3029 0.415
H -1.73518 1.67616 -0.74048 0.0655 -0.4392 0.1893 0.420
H 1.31653 -1.65140 1.01986 -0.4731 -0.7381 -0.3819 0.208
H 2.86477 -1.16846 1.60300 -0.1936 0.0760 -0.2339 0.208
H 2.57910 -0.97633 -0.12825 -0.2245 -0.5763 -0.1433 0.195
H -0.33828 -0.88308 -0.38927 -0.2286 -0.1337 -0.4034 0.231
H -1.39605 -0.54047 0.95018 0.1786 0.2099 -0.0736 0.226
```
Positions in Å, forces in eV/Å.

SMILES string: CNC(=O)CNC=O
Energy above the lowest of the compared OMol25 structures with the same formula, charge and spin in kcal/mol: 25.43
E_tot in Eh: -417.2154

=====

4.
Density functional theory data (ωB97M-V/def2-TZVPD) for one molecule with the formula C4H8N2O2.

XYZ file:
```
16
Properties=species:S:1:pos:R:3:forces:R:3:nbo_charge:R:1
O 1.58954 0.64207 1.04561 -0.9249 -0.3393 -0.5507 -0.585
C 0.43402 0.51384 0.64709 2.1902 1.2880 1.6390 0.682
N -0.41881 1.55222 1.07128 -1.1181 -1.6453 -1.1324 -0.653
C -1.72377 1.79843 0.64525 0.8764 1.0138 -0.0581 0.540
O -2.15766 2.92162 0.70914 -0.4979 -0.2788 0.1460 -0.557
C 0.05243 -0.68944 -0.20473 0.9044 -0.1915 0.2053 -0.146
C 1.24373 -1.73114 -0.10427 -0.2779 1.0887 1.5855 -0.615
N -0.19825 -0.18930 -1.57917 -2.8928 0.7787 3.7185 -0.819
H 0.05009 2.31946 1.53069 0.0892 0.0402 -0.1056 0.427
H -2.30297 0.96641 0.22672 0.2564 -0.2060 0.0706 0.128
H -0.79928 -1.14093 0.32082 -0.2573 0.0014 -0.7537 0.212
H 1.38990 -2.11604 0.93895 -0.3817 0.5188 -0.7822 0.225
H 1.02218 -2.56368 -0.69962 -0.4845 -1.2402 -1.0158 0.204
H 2.22916 -1.35628 -0.38662 -0.3463 0.4007 -0.1609 0.231
H 0.55270 -0.34593 -2.10209 4.0312 -0.5823 -2.6132 0.358
H -0.96302 -0.58131 -2.05907 -1.1663 -0.6468 -0.1924 0.367
```
Positions in Å, forces in eV/Å.

SMILES string: C[C@H](N)C(=O)NC=O
Energy above the lowest of the compared OMol25 structures with the same formula, charge and spin in kcal/mol: 31.82
E_tot in Eh: -417.2052

=====

5.
Density functional theory data (ωB97M-V/def2-TZVPD) for one molecule with the formula C4H8N2O2.

XYZ file:
```
16
Properties=species:S:1:pos:R:3:forces:R:3:nbo_charge:R:1
C 0.51415 -1.84590 -0.85944 0.0124 -0.0855 -0.0364 -0.671
C 0.87535 0.55908 0.55642 -0.0260 0.3688 0.0623 0.507
C -0.63378 0.49797 0.14608 0.1903 0.0135 0.1662 0.185
C 0.35801 -0.46437 -0.37183 0.0853 -0.1617 0.4822 0.182
N -1.08547 1.46936 -0.81093 0.1033 -0.0666 0.0568 -0.808
N -1.61774 0.25277 1.15239 0.0621 -0.0103 -0.0702 -0.833
O 1.63568 1.68811 0.45416 -0.0623 -0.2372 0.0240 -0.686
O 1.13700 -0.42745 1.38297 -0.3570 0.0990 -0.7033 -0.583
H 2.52014 1.45871 0.77424 -0.0716 -0.0059 -0.0065 0.491
H -1.25455 -0.36776 1.86607 0.0041 0.0113 -0.0546 0.383
H -1.09288 2.39225 -0.38812 -0.0003 -0.0575 -0.0255 0.378
H -0.50218 1.49131 -1.63902 -0.0041 0.0001 0.0636 0.371
H -2.47487 -0.11433 0.75754 0.0571 0.0071 0.0093 0.371
H -0.11349 -2.54897 -0.30394 0.0338 0.0676 -0.0225 0.231
H 0.18278 -1.86662 -1.90383 0.0254 0.0202 0.0616 0.240
H 1.55184 -2.17417 -0.81277 -0.0525 0.0368 -0.0070 0.241
```
Positions in Å, forces in eV/Å.

Energy above the lowest of the compared OMol25 structures with the same formula, charge and spin in kcal/mol: 112.06
E_tot in Eh: -417.0774

=====

6.
Density functional theory data (ωB97M-V/def2-TZVPD) for one molecule with the formula C4H8N2O2.

XYZ file:
```
16
Properties=species:S:1:pos:R:3:forces:R:3:nbo_charge:R:1
C -0.58102 -1.59173 0.07074 -0.8928 1.6221 0.1260 -0.507
C -0.70134 0.78234 -0.61699 0.1771 2.1921 -1.5572 0.312
C 1.28310 0.37444 0.53255 -0.1945 3.0379 1.4177 0.675
C 1.60528 0.73055 1.99374 2.4580 2.7981 1.4104 -0.747
H -0.84718 -2.56310 -0.46562 0.6897 1.3147 0.8977 0.225
H -1.42294 -1.35229 0.88383 2.3422 -1.1199 -1.0372 0.214
H 0.65714 -1.40403 0.35911 -4.5396 -1.5178 -0.8996 0.292
H -2.36324 -0.80149 -2.13198 -1.0559 1.1582 2.7449 0.483
H -1.30003 1.29204 -1.35562 -0.2650 1.8845 0.7335 0.193
H 0.79048 0.61790 2.71360 -0.0509 -0.7689 -0.3347 0.244
H 2.64407 0.42461 2.47261 -2.2879 0.0012 -1.3453 0.235
H 1.66312 1.93915 2.08848 -0.0149 -2.6634 -0.7979 0.256
N -0.97615 -0.44232 -0.91767 -1.1103 -5.0008 0.9558 -0.154
N 0.16995 1.25456 0.14460 3.0935 -0.9939 0.6901 -0.565
O -2.44016 -0.39260 -1.17256 1.9812 -2.6850 -3.3641 -0.571
O 1.96339 -0.30891 -0.20659 -0.3300 0.7408 0.3600 -0.585
```
Positions in Å, forces in eV/Å.

SMILES string: CC(=O)/N=C\N(C)O
Energy above the lowest of the compared OMol25 structures with the same formula, charge and spin in kcal/mol: 140.25
E_tot in Eh: -417.0325

=====

Among the records above, which one has the highest E_tot?
number 6

=====

What is the formula in the third record?
C4H8N2O2

=====

Repeat the third record exactly.
Density functional theory data (ωB97M-V/def2-TZVPD) for one molecule with the formula C4H8N2O2.

XYZ file:
```
16
Properties=species:S:1:pos:R:3:forces:R:3:nbo_charge:R:1
O -2.09191 -1.15816 -2.15875 -0.2194 1.6181 0.7133 -0.618
O 0.08441 2.00303 1.00156 -0.6121 -0.6854 -0.4551 -0.636
C -2.22225 0.04563 -1.91191 1.0658 -1.6190 -0.2110 0.516
C 0.29923 0.81243 0.77176 0.5276 1.9498 0.2353 0.667
N 1.57866 0.37326 1.08669 -1.2964 0.4778 -0.1397 -0.618
N -1.74407 0.65797 -0.76863 0.5235 -0.1063 -0.4375 -0.618
C 2.09535 -0.94541 0.84774 1.2446 0.6141 0.5203 -0.415
C -0.82459 -0.06876 0.13703 0.5069 -0.1113 0.3453 -0.316
H -2.66884 0.68046 -2.70360 -0.0453 0.3119 0.7789 0.133
H 2.20311 1.14314 1.38307 -0.8193 -0.8484 -0.3029 0.415
H -1.73518 1.67616 -0.74048 0.0655 -0.4392 0.1893 0.420
H 1.31653 -1.65140 1.01986 -0.4731 -0.7381 -0.3819 0.208
H 2.86477 -1.16846 1.60300 -0.1936 0.0760 -0.2339 0.208
H 2.57910 -0.97633 -0.12825 -0.2245 -0.5763 -0.1433 0.195
H -0.33828 -0.88308 -0.38927 -0.2286 -0.1337 -0.4034 0.231
H -1.39605 -0.54047 0.95018 0.1786 0.2099 -0.0736 0.226
```
Positions in Å, forces in eV/Å.

SMILES string: CNC(=O)CNC=O
Energy above the lowest of the compared OMol25 structures with the same formula, charge and spin in kcal/mol: 25.43
E_tot in Eh: -417.2154